C2H2N3O3 | wB97M-V/def2-TZVPD

```
! wB97M-V def2-TZVPD RIJCOSX def2/J DEFGRID3
* xyz 1 1
O 1.0903 1.0871 0.2866
O -0.8890 -0.8460 0.1036
O -1.8562 -2.8691 -0.0319
N -2.0562 2.8493 0.0017
N 2.3898 -0.7306 -0.3299
N -1.1507 2.2519 0.0616
C -1.4523 -1.8278 -0.0154
C 1.6881 0.1092 0.1142
H 2.3914 -1.7746 -0.4636
H -0.1552 1.7505 0.2732
*
```

Calculated values
LUMO energy (eV): -5.40
Energy above the lowest of the compared OMol25 structures with the same formula, charge and spin (kJ/mol): 43.3
HOMO-LUMO gap (eV): 10.84

natural (NBO) atomic charge list, values in e, 6 entries:
1. O -0.616
2. O -0.597
3. O -0.435
4. N 0.364
5. N -0.642
6. N -0.014

C15H19Cr2F3N3O18P2 | wB97M-V/def2-TZVPD

```
! wB97M-V def2-TZVPD RIJCOSX def2/J DEFGRID3
* xyz -2 8
Cr 1.1808 -2.0503 -0.9454
Cr 1.3568 1.1891 -1.4724
P 3.0647 -0.2381 -3.1536
P 0.5551 -0.1007 0.5967
F -0.1415 -3.5680 2.9293
F 3.1205 -1.3574 3.4752
F -2.7554 1.4734 1.4474
O 3.0639 1.0847 -2.3256
O -2.1200 -4.5886 2.8154
O 6.3109 -3.5803 4.4858
O -4.3028 3.1706 -0.9762
O 1.5353 0.0851 -3.0527
O 0.2758 -2.4578 -2.6994
O -5.9971 1.5275 -1.4830
O -4.0786 -4.7640 3.9543
O 4.1791 -3.9999 3.6900
O 0.1598 1.3276 0.0392
O 5.2056 -2.1612 3.0311
O -3.0025 -2.6810 3.4491
O 2.5264 -1.4984 -2.3924
O 0.0872 -1.5748 0.5314
O 0.2477 -0.3726 -0.9110
O 2.7825 -0.5630 -4.6065
O 1.8511 -0.3075 -0.1521
O -4.1702 1.0966 -0.2812
N 0.2448 2.6118 -2.6556
N 2.3977 3.0739 -0.4505
N -2.1174 0.7700 -3.3082
C -1.5472 4.0797 -3.9366
C -1.3003 -3.5754 2.2234
C -2.2369 -0.0619 -2.4856
C 3.6759 5.2254 0.4421
C -3.1436 -4.0655 3.4500
C 2.9788 4.0271 -0.0449
C -3.3266 3.2145 0.0878
C -2.5004 -1.0736 -1.4053
C -0.5759 3.2430 -3.1709
C -2.9797 1.7146 0.1694
C 3.3707 -3.5285 2.6766
C 5.3161 -3.2774 3.7853
C 3.8219 -2.1019 2.6013
C -2.0828 -2.2957 2.4719
C -4.9632 1.9493 -0.9479
H -2.5828 -2.0122 1.5458
H -2.0651 1.4587 -0.3655
H -1.8437 -1.9366 -1.5144
H -1.0210 -3.7642 1.1868
H -1.4006 -1.4893 2.7408
H -0.4347 -2.6950 -3.3267
H -2.5079 3.8332 -0.2795
H 2.2993 -3.6730 2.8160
H -1.2189 4.6152 -4.8274
H 3.7073 -1.7875 1.5640
H -3.7920 3.5938 0.9975
H 3.5106 -4.1624 1.8009
H 4.7657 5.2066 0.4420
H 3.3513 5.6738 1.3811
H -3.5442 -1.3805 -1.4720
H 3.4840 6.0505 -0.2439
H -2.2719 3.3385 -4.2737
H -2.0078 4.8215 -3.2842
H -2.3940 -0.7110 -0.3829
*
```

Calculated values
LUMO energy (spin up / spin down) (eV): 3.65 / 3.64
<S²>: 16.2040
HOMO-LUMO gap (spin up / spin down) (eV): 3.65 / 4.01

natural (NBO) atomic charge list, values in e, 6 entries:
1. Cr 1.352
2. Cr 1.136
3. P 2.340
4. P 1.991
5. F -0.350
6. F -0.325

C20H43IN5 | wB97M-V/def2-TZVPD

```
! wB97M-V def2-TZVPD RIJCOSX def2/J DEFGRID3
* xyz 1 1
I -0.3346 2.0542 3.0594
N 2.0431 -2.9970 0.3973
N 0.0552 0.7959 -2.9846
N 0.0880 -1.4496 -2.3131
N -0.3593 -1.1180 -0.1707
N -0.3755 0.1184 -0.7385
C -0.0796 -0.1098 -2.0275
C -3.1433 -7.5993 5.4898
C -0.0774 -2.0231 -1.1144
C 0.0474 -3.5145 -0.8213
C -1.5723 -6.7665 2.1726
C 1.3091 7.6201 -3.9826
C -0.8009 -7.6339 4.4792
C 1.1497 6.1053 -1.8980
C 0.5105 1.6040 1.0835
C -2.0762 -8.4221 4.7767
C 1.3389 2.8667 0.6587
C 0.9648 -3.6468 0.4370
C -0.0346 2.2591 -2.8907
C 2.6132 5.6780 -1.8937
C -0.1391 9.4694 -2.9862
C -0.6822 1.2731 0.0998
C 1.2725 8.9395 -3.2117
C 0.6193 6.4432 -3.2911
C -0.7033 -7.7067 1.3455
C -0.9787 -6.4380 3.5426
H -0.9247 -4.0156 -0.6881
H 0.7875 3.3756 -0.1494
H -0.6566 9.6166 -3.9366
H 1.8373 9.6841 -3.7786
H -1.1558 -7.8744 0.3660
H 2.5661 -3.1395 1.2669
H -0.4547 6.6405 -3.2196
H 0.2923 -7.2821 1.1896
H 2.9256 5.4125 -0.8811
H 0.7196 5.5593 -3.9328
H -0.1055 10.4300 -2.4700
H -0.3785 -7.2738 5.4226
H 2.3615 2.5526 0.3920
H -2.7625 -7.2003 6.4325
H -1.6984 -5.8300 1.6161
H 0.8411 7.7680 -4.9609
H -0.5195 -1.2965 0.8129
H -2.5725 -7.1932 2.2817
H 0.2494 0.4192 -3.9061
H -1.6087 -5.6857 4.0272
H 0.5472 5.2857 -1.4881
H -0.0553 -8.3169 4.0608
H 1.0130 6.9527 -1.2214
H 0.0001 -5.9631 3.4005
H -1.0928 2.5604 -2.7636
H 0.6125 -3.9367 -1.6739
H 0.6187 2.6010 -2.0722
H 2.7666 4.8055 -2.5349
H -1.0556 2.1590 -0.4282
H -4.0128 -8.2189 5.7143
H 3.2678 6.4784 -2.2400
H -1.5112 0.9558 0.7687
H 0.6668 -4.2386 1.3227
H 2.3526 7.3618 -4.1877
H -1.8136 -9.2742 5.4090
H 1.7845 8.8347 -2.2506
H -2.4896 -8.8418 3.8550
H -0.7345 8.7885 -2.3742
H 1.1192 0.7005 1.2510
H -0.5904 -8.6792 1.8260
H -3.4858 -6.7624 4.8774
H 0.3117 2.6904 -3.8460
H 1.3828 3.5882 1.4928
*
```

Calculated values
LUMO energy (eV): -2.79
HOMO-LUMO gap (eV): 9.72

natural (NBO) atomic charge list, values in e, 6 entries:
1. I 0.103
2. N -0.596
3. N -0.556
4. N -0.463
5. N -0.362
6. N -0.194

C12H42N12O9 | wB97M-V/def2-TZVPD

```
! wB97M-V def2-TZVPD RIJCOSX def2/J DEFGRID3
* xyz 0 1
O 0.8669 -3.1549 2.5924
O -1.6813 0.9839 -1.3972
O -3.6418 -3.9877 0.9661
O -1.8249 5.2355 -1.1066
O 0.2242 2.5864 -4.4237
O 1.7707 0.7427 6.0530
O 0.7928 -3.3792 -4.0602
O 1.8600 1.9374 0.3758
O 2.5071 -1.2382 -1.2661
N 1.1578 -1.2848 1.2258
N -1.3479 -2.9303 -3.5530
N -0.3640 4.7880 -4.1018
N 0.2149 3.4334 -2.2373
N 2.3684 -3.2402 0.8488
N -1.4751 -4.7025 0.9203
N -2.2236 -3.3921 2.6695
N -4.0339 5.5782 -0.8112
N 2.2749 -0.8627 -3.4703
N 1.2661 0.5162 -1.9499
N 0.1627 -3.5033 -1.8766
N -3.2188 3.4399 -1.1085
C 3.3011 1.9612 0.4456
C 0.7495 -1.5010 5.9090
C 3.8419 2.0534 1.8384
C -0.0614 -3.3183 -3.2487
C -2.9062 4.7756 -1.0598
C -2.5062 -4.0103 1.4504
C -2.6327 0.0139 -1.0428
C 1.4346 -2.5676 1.6270
C 2.0223 -0.6277 -2.1875
C -0.0332 3.5404 -3.6866
C -2.4532 -0.4329 0.3905
C 1.2966 -0.2876 5.1096
H 2.6115 -4.1532 1.1217
H -4.1398 3.1252 -1.4387
H 1.4659 -2.0411 6.4587
H 3.6919 2.7696 -0.1767
H 2.7852 -2.6791 0.1313
H -3.6622 0.4003 -0.9851
H 1.6518 -0.8047 0.4881
H -3.1197 -3.4610 3.1907
H -0.5472 -4.4658 1.2835
H -2.8709 -1.4216 0.5689
H 1.6499 2.8415 0.2675
H -2.8605 0.2474 1.1629
H -1.3871 -3.4575 3.1956
H -1.5219 -4.9336 -0.0616
H -0.8971 5.3314 -3.4103
H -1.4523 -3.1618 -4.5589
H 1.7058 -0.3375 -4.1409
H 0.3770 2.4965 -1.9188
H 2.5530 1.1409 5.6416
H 0.2171 -2.1638 5.1659
H 4.9009 1.8587 1.8703
H -5.0205 5.2438 -0.8941
H -3.7726 6.5632 -0.8268
H 1.4299 0.8135 -0.9489
H -2.4716 -0.8823 -1.5878
H -2.4701 2.8042 -1.3540
H 3.3717 1.3023 2.4710
H -1.3747 -0.4948 0.6166
H -1.0472 0.5896 -2.0163
H 3.6445 0.9872 0.1155
H 0.6352 -0.6247 1.7807
H -2.0723 -3.2555 -2.9642
H -0.3239 5.0443 -5.1007
H -0.0715 -1.2554 6.6783
H 1.4612 1.1449 -2.7137
H 3.6879 3.0017 2.3238
H -0.4601 -3.1433 -1.2061
H 2.1026 -0.5600 4.4333
H 0.4825 0.0765 4.4931
H -0.1506 3.9749 -1.4974
H 2.5096 -1.7684 -3.9129
H 1.0502 -3.8575 -1.5795
*
```

Calculated values
SMILES string: NC(N)=O.NC(N)=O.NC(N)=O.NC(N)=O.NC(N)=O.NC(N)=O.CCO.CCO.CCO
LUMO energy (eV): 0.44
Energy above the lowest of the compared OMol25 structures with the same formula, charge and spin (kJ/mol): 150.5
HOMO-LUMO gap (eV): 10.21

Löwdin atomic charge list, values in e, 6 entries:
1. O -0.051
2. O -0.114
3. O -0.006
4. O 0.050
5. O 0.000
6. O -0.102

C2H8N2O2 | wB97M-V/def2-TZVPD

```
! wB97M-V def2-TZVPD RIJCOSX def2/J DEFGRID3
* xyz 0 1
O -1.8230 -0.4736 -0.7018
O 0.7045 1.5645 -0.7753
N 2.8112 -1.0714 0.2328
N 1.8332 -0.3724 -0.1778
C 1.7432 0.9015 -0.1391
C -2.3629 -0.2888 0.6195
H -1.5201 -0.5199 1.2910
H -2.7084 0.7717 0.7049
H -3.1597 -1.0835 0.7970
H 3.3517 -0.4339 0.8296
H 0.0040 1.0263 -0.9401
H -2.4753 -0.6486 -1.3447
H 1.1060 -1.0184 -0.6925
H 2.4954 1.6466 0.2965
*
```

Calculated values
LUMO energy (spin up / spin down) (eV): 0.52 / 0.52
Energy above the lowest of the compared OMol25 structures with the same formula, charge and spin (kJ/mol): 475.4
HOMO-LUMO gap (spin up / spin down) (eV): 7.40 / 7.39

natural (NBO) atomic charge list, values in e, 6 entries:
1. O -0.764
2. O -0.693
3. N -0.648
4. N -0.249
5. C 0.216
6. C -0.258